Record 1
15
Properties=species:S:1:pos:R:3:forces:R:3:lowdin_charge:R:1 method="wB97M-V/def2-TZVPD" orbital_gap_ev=8.66 e_homo_ha=-0.318 lumo_ev=0.0 e_above_lowest_kcal_mol=25.0
C -1.220 -0.234 -2.390 1.212 0.650 1.598 -0.132
C -1.101 0.176 -1.059 -0.798 -1.010 -2.619 -0.103
C 0.822 -0.532 -1.847 -0.281 0.438 -0.155 -0.228
C 0.060 0.337 1.730 -0.405 0.514 1.825 -0.174
C 0.928 0.473 0.572 1.720 -3.631 -3.310 -0.685
N 0.001 -0.647 -2.835 -0.868 -0.186 -1.187 0.043
N 0.185 -0.044 -0.745 3.187 0.768 3.294 -0.123
I 1.887 2.361 0.066 -0.568 -0.409 0.481 0.773
H -2.023 -0.111 -3.056 -1.018 -0.210 -0.448 0.078
H -1.901 0.327 -0.404 -0.594 0.679 1.090 0.095
H 1.857 -0.671 -2.065 0.697 -0.047 0.937 0.116
H -0.830 0.867 1.687 -1.770 1.371 -0.680 0.052
H 0.490 0.748 2.610 0.999 0.648 0.705 0.070
H -0.285 -0.602 2.127 0.453 -1.252 -0.874 0.095
H 1.851 -0.265 0.724 -1.966 1.677 -0.656 0.122

=====

Record 2
19
Properties=species:S:1:pos:R:3:forces:R:3:lowdin_charge:R:1 method="wB97M-V/def2-TZVPD" orbital_gap_ev="6.42 / 4.74" e_homo_ha="-0.377 / -0.366" charge=+1 lumo_ev="-3.8 / -5.2" multiplicity=2
O 1.474 1.550 1.745 0.188 -0.493 0.038 0.024
C 2.432 1.025 1.215 -0.066 0.708 -0.444 -0.154
C 2.300 -0.130 0.270 1.288 -0.354 0.395 -0.112
O 1.048 -0.758 0.473 -1.022 -1.359 0.016 -0.096
Li -0.235 0.631 1.511 -0.158 -0.008 0.011 0.666
H 3.451 1.441 1.324 -0.222 -0.100 0.124 0.157
H 3.085 -0.870 0.495 -0.143 0.152 0.090 0.158
H 2.547 0.217 -0.745 -0.657 0.011 0.061 0.168
H -3.116 1.740 0.545 -0.093 -0.207 -0.066 0.134
C -2.544 0.852 0.235 2.111 0.914 0.027 -0.324
C -2.066 0.766 -1.098 -3.482 0.498 -0.108 0.020
Mg -1.813 -2.364 0.699 -0.877 0.013 0.612 0.864
O -2.058 0.132 1.176 -0.429 -0.648 -0.137 -0.325
H -2.144 1.697 -1.669 0.154 -0.285 0.083 0.092
H -2.460 -0.081 -1.675 0.894 -0.156 0.212 0.089
O -0.064 0.068 -1.263 1.374 -5.661 1.682 0.030
C 0.275 -1.020 -0.641 1.099 5.498 -2.888 -0.581
O 0.261 -2.317 -0.959 0.260 1.065 0.764 0.063
H -0.374 -2.580 -1.639 -0.220 0.413 -0.471 0.127

=====

Record 3
13
Properties=species:S:1:pos:R:3:forces:R:3:lowdin_charge:R:1 method="wB97M-V/def2-TZVPD" orbital_gap_ev="6.25 / 6.41" e_homo_ha="-0.217 / -0.219" lumo_ev="0.3 / 0.5" e_above_lowest_kcal_mol=72.8
C -0.366 -0.189 -2.134 -0.041 -0.216 -0.464 -0.014
C 0.073 -0.106 -0.833 -0.097 0.740 0.606 -0.394
C -0.172 1.100 -0.077 -0.197 -0.156 -0.520 -0.022
N -0.035 0.919 1.206 0.159 -0.041 0.267 0.038
C 0.328 -0.483 1.483 -0.001 0.273 0.216 -0.195
C 0.666 -0.976 0.117 -0.234 -0.344 -0.024 -0.088
H -0.591 -0.934 1.900 0.097 -0.109 0.065 0.121
H -0.789 0.666 -2.648 0.148 -0.033 0.126 0.025
H -0.374 -1.139 -2.656 0.092 0.140 0.008 0.033
H -0.499 2.063 -0.465 0.038 -0.218 0.011 0.141
H -0.216 1.621 1.908 0.046 -0.141 -0.110 0.154
H 1.092 -0.523 2.272 0.019 -0.020 -0.258 0.115
H 0.883 -2.020 -0.072 -0.031 0.123 0.075 0.084

=====

Record 4
13
Properties=species:S:1:pos:R:3:forces:R:3:lowdin_charge:R:1 method="wB97M-V/def2-TZVPD" orbital_gap_ev=9.97 e_homo_ha=-0.322 lumo_ev=1.2 e_above_lowest_kcal_mol=86.3
C -1.075 0.939 0.245 0.046 0.074 0.126 -0.080
C -0.927 -0.528 -0.095 -0.165 -0.231 -0.041 -0.159
C -0.313 0.540 -0.961 -0.157 0.194 -0.265 -0.226
N 1.087 0.028 -0.747 0.114 0.034 -0.195 0.005
C 1.441 -0.180 0.678 0.050 0.053 0.180 -0.106
C 0.494 -1.086 0.033 0.011 -0.350 0.106 -0.228
H -0.612 1.449 1.086 -0.054 -0.220 -0.065 0.093
H -2.078 1.298 0.019 0.210 -0.047 0.056 0.108
H -1.793 -1.157 -0.262 0.106 0.141 -0.103 0.123
H -0.556 0.804 -1.985 0.029 0.134 0.229 0.132
H 1.117 0.472 1.486 0.019 0.032 -0.279 0.099
H 2.470 -0.522 0.764 -0.170 0.123 -0.021 0.107
H 0.719 -2.102 -0.280 -0.039 0.063 0.271 0.132

=====

Record 5
13
Properties=species:S:1:pos:R:3:forces:R:3:lowdin_charge:R:1 method="wB97M-V/def2-TZVPD" orbital_gap_ev=10.47 e_homo_ha=-0.343 lumo_ev=1.1 e_above_lowest_kcal_mol=73.5
C -1.777 -0.400 0.582 -0.158 -0.060 0.000 -0.104
N -0.396 0.032 0.692 -0.018 -0.049 0.064 -0.127
C -0.051 1.267 0.028 0.010 0.257 0.001 -0.109
C 0.388 -0.045 -0.532 0.086 -0.120 -0.180 -0.314
C 1.758 -0.507 -0.430 0.443 -0.124 0.017 -0.087
C 2.898 -0.887 -0.360 -0.413 0.140 -0.010 0.112
H -1.826 -1.482 0.737 -0.010 0.158 -0.028 0.084
H -2.233 -0.163 -0.395 0.098 -0.009 0.123 0.081
H -2.363 0.090 1.365 0.065 -0.078 -0.107 0.083
H -0.834 1.795 -0.519 0.107 -0.106 0.076 0.108
H 0.668 1.898 0.545 -0.096 -0.119 -0.104 0.111
H -0.138 -0.371 -1.432 0.090 0.041 0.174 0.139
H 3.908 -1.227 -0.282 -0.203 0.069 -0.027 0.023

=====

Record 6
13
Properties=species:S:1:pos:R:3:forces:R:3:lowdin_charge:R:1 method="wB97M-V/def2-TZVPD" orbital_gap_ev=10.46 e_homo_ha=-0.380 lumo_ev=0.1 e_above_lowest_kcal_mol=65.4
C 1.536 -0.015 -0.518 0.406 4.141 -1.847 -0.183
C 2.522 0.750 0.004 -1.284 -1.444 0.155 0.068
C 1.194 -1.178 0.097 -0.866 -4.941 2.392 -0.294
C -2.347 0.283 -0.450 1.103 0.139 -4.050 -0.137
C -2.177 -0.146 0.761 2.235 0.761 2.115 -0.113
N 0.998 -2.206 0.622 0.195 2.063 -1.036 0.166
H 0.863 0.308 -1.376 1.259 -0.389 1.014 0.126
H 2.886 1.686 -0.290 -0.042 1.180 -1.114 0.046
H 2.985 0.448 0.916 0.308 -0.629 0.453 0.066
H -1.659 1.021 -0.962 -1.090 -0.182 1.196 0.056
H -2.838 -0.299 -1.256 -0.325 0.327 0.932 0.055
H -1.378 0.451 1.370 -1.831 -1.500 -0.613 0.090
H -2.586 -1.102 1.083 -0.069 0.474 0.402 0.054

=====

Record 7
13
Properties=species:S:1:pos:R:3:forces:R:3:lowdin_charge:R:1 method="wB97M-V/def2-TZVPD" orbital_gap_ev="7.88 / 7.92" e_homo_ha="-0.261 / -0.262" lumo_ev="0.8 / 0.8" e_above_lowest_kcal_mol=147.0
C 0.778 -0.643 -0.214 -0.845 -2.310 1.392 -0.085
C -0.267 -1.757 0.940 0.351 1.005 -1.247 -0.062
C 0.650 0.629 -0.291 -0.775 0.552 -0.976 -0.234
C -1.594 -1.205 1.303 2.955 1.131 -0.652 -0.054
C 1.260 1.425 -1.371 0.217 2.978 -2.820 -0.148
N 0.794 -1.958 0.254 0.192 -1.143 0.422 0.028
H -0.082 1.181 0.258 -0.484 0.421 0.828 0.090
H -2.300 -1.866 1.634 -1.459 -2.133 0.977 0.044
H -1.994 -0.653 0.508 -0.703 0.876 -1.624 0.064
H -1.423 -0.470 2.052 0.181 0.610 0.975 0.085
H 1.932 0.953 -2.189 -1.076 0.401 1.865 0.103
H 1.772 2.288 -0.888 0.343 -0.651 -0.357 0.064
H 0.474 2.075 -1.994 1.105 -1.738 1.216 0.105

=====

Record 8
13
Properties=species:S:1:pos:R:3:forces:R:3:lowdin_charge:R:1 method="wB97M-V/def2-TZVPD" orbital_gap_ev=9.30 e_homo_ha=-0.303 lumo_ev=1.1 e_above_lowest_kcal_mol=8.3
C 0.915 0.416 1.566 0.106 0.050 0.101 -0.039
N 0.371 0.096 0.264 -0.157 -0.073 -0.086 -0.186
C -0.076 0.987 -0.682 0.012 0.007 0.048 -0.112
C -0.868 0.309 -1.575 0.020 0.016 -0.029 -0.107
C -0.915 -1.049 -1.150 0.004 -0.038 -0.029 -0.105
C -0.142 -1.142 -0.023 -0.007 -0.030 0.036 -0.121
H 0.109 0.546 2.298 0.147 0.040 -0.087 0.091
H 1.509 1.331 1.524 -0.067 -0.114 -0.064 0.087
H 1.555 -0.406 1.899 -0.050 0.155 -0.053 0.087
H 0.230 2.026 -0.664 -0.095 -0.178 0.096 0.112
H -1.347 0.733 -2.448 0.103 -0.062 0.148 0.090
H -1.454 -1.864 -1.613 0.133 0.126 0.001 0.090
H 0.112 -1.985 0.606 -0.147 0.102 -0.082 0.114

=====

Record 9
13
Properties=species:S:1:pos:R:3:forces:R:3:lowdin_charge:R:1 method="wB97M-V/def2-TZVPD" orbital_gap_ev=10.29 e_homo_ha=-0.336 lumo_ev=1.2 e_above_lowest_kcal_mol=77.3
C -1.932 0.648 0.199 -1.770 -0.499 0.333 -0.143
C -0.564 0.759 -0.376 -1.146 -0.841 0.697 -0.148
C 0.275 -0.158 0.468 2.196 0.068 -2.251 -0.246
C -0.709 -0.778 -0.464 0.007 0.755 0.301 -0.175
C 1.765 -0.249 0.132 -2.039 -0.327 -1.575 -0.045
N -2.072 -0.633 0.200 0.315 0.015 -0.506 0.087
H -2.760 1.321 0.567 1.289 -0.417 -0.281 0.121
H -0.290 1.533 -1.023 0.948 0.678 -0.986 0.110
H 0.164 -0.181 1.496 -0.830 -0.117 1.960 0.114
H -0.422 -1.473 -1.268 -0.467 0.479 0.529 0.146
H 2.093 -0.176 -0.886 -0.740 -0.228 -1.186 0.080
H 2.156 -1.148 0.460 0.853 -1.838 1.029 0.056
H 2.296 0.537 0.496 1.384 2.273 1.937 0.043

=====

Record 10
13
Properties=species:S:1:pos:R:3:forces:R:3:lowdin_charge:R:1 method="wB97M-V/def2-TZVPD" orbital_gap_ev="8.79 / 7.72" e_homo_ha="-0.323 / -0.285" lumo_ev="0.0 / 0.0" e_above_lowest_kcal_mol=111.2
N 0.084 2.698 0.421 -0.541 1.275 0.693 0.215
C -0.135 1.508 0.351 0.647 -0.882 -0.857 -0.486
C -1.030 0.316 0.698 0.103 0.249 0.073 -0.089
C 0.102 -0.668 0.362 1.319 1.981 0.012 -0.336
C 0.936 0.733 -0.459 -0.739 -1.215 0.746 0.010
C -0.032 -1.676 -0.567 -0.528 -1.693 -0.959 0.021
H -1.852 0.242 -0.024 0.155 0.049 0.100 0.118
H -1.439 0.251 1.710 0.099 0.123 -0.153 0.111
H 0.785 -0.861 1.192 -0.253 -0.046 -0.016 0.129
H 1.994 0.851 -0.216 -0.301 0.100 0.045 0.090
H 0.741 0.756 -1.536 -0.004 -0.116 0.235 0.093
H -0.796 -1.621 -1.338 0.117 -0.014 0.107 0.064
H 0.643 -2.527 -0.595 -0.075 0.189 -0.025 0.059

=====

Record 11
13
Properties=species:S:1:pos:R:3:forces:R:3:lowdin_charge:R:1 method="wB97M-V/def2-TZVPD" orbital_gap_ev=7.76 e_homo_ha=-0.273 lumo_ev=0.3 e_above_lowest_kcal_mol=101.3
C 0.337 1.944 0.219 -0.001 0.244 0.044 -0.081
C 0.000 0.609 -0.324 0.191 0.152 -0.081 -0.286
C 0.069 -1.735 -0.131 -0.043 -0.554 0.176 -0.103
C -0.879 -0.514 0.246 0.005 -0.086 -0.057 -0.124
C 0.731 -0.223 -1.051 0.091 0.031 -0.211 -0.155
N 1.015 -1.370 -1.412 -0.493 0.325 0.474 0.098
H 0.382 1.920 1.316 -0.030 0.063 -0.113 0.075
H 1.323 2.240 -0.151 -0.157 0.104 0.086 0.077
H -0.383 2.712 -0.077 0.086 0.029 0.095 0.068
H 0.730 -1.956 0.708 -0.064 -0.142 -0.173 0.110
H -0.445 -2.606 -0.522 -0.059 -0.066 0.156 0.105
H -0.980 -0.431 1.340 0.176 -0.048 -0.323 0.112
H -1.900 -0.591 -0.162 0.298 -0.051 -0.073 0.102

=====

Record 12
13
Properties=species:S:1:pos:R:3:forces:R:3:lowdin_charge:R:1 method="wB97M-V/def2-TZVPD" orbital_gap_ev=8.93 e_homo_ha=-0.299 lumo_ev=0.8 e_above_lowest_kcal_mol=72.7
C 1.898 0.111 -0.166 0.044 0.031 0.004 -0.044
C 0.417 0.177 0.092 0.206 -0.033 -0.197 -0.463
C -0.421 1.355 0.034 -0.105 -0.240 -0.058 -0.035
C -1.742 0.759 -0.007 -0.092 0.100 0.001 -0.145
C -1.665 -0.602 -0.097 0.016 -0.037 0.001 -0.118
N -0.360 -0.983 -0.041 -0.060 0.057 0.009 0.049
H 2.400 -0.660 0.429 -0.089 0.084 -0.059 0.075
H 2.079 -0.098 -1.224 -0.030 0.024 0.117 0.082
H 2.340 1.082 0.062 -0.068 -0.130 -0.003 0.082
H 0.210 0.748 1.148 -0.032 0.042 0.155 0.176
H -2.670 1.319 -0.015 0.141 -0.092 0.009 0.078
H -2.446 -1.350 -0.177 0.083 0.110 0.040 0.114
H -0.028 -1.933 -0.017 -0.013 0.085 -0.019 0.148

=====

Record 13
13
Properties=species:S:1:pos:R:3:forces:R:3:lowdin_charge:R:1 method="wB97M-V/def2-TZVPD" orbital_gap_ev=7.98 e_homo_ha=-0.259 lumo_ev=0.9 e_above_lowest_kcal_mol=103.3
C -0.102 1.261 0.169 0.583 0.073 -0.167 -0.145
C -0.340 0.708 -1.221 0.223 -0.052 -0.076 -0.084
C -0.098 -0.598 -1.292 -0.179 0.144 0.053 -0.055
C 0.223 -1.150 0.067 -0.103 -0.088 -0.120 -0.298
N 0.530 0.072 0.866 -0.812 0.382 0.224 -0.090
C -0.700 -0.781 1.185 -0.238 -0.839 0.303 -0.083
H -1.073 1.500 0.642 0.772 -0.318 0.062 0.116
H 0.531 2.145 0.204 0.336 0.063 -0.215 0.106
H -0.708 1.336 -2.025 0.158 -0.079 0.085 0.101
H -0.123 -1.194 -2.199 -0.226 0.028 0.225 0.102
H 0.918 -1.993 0.146 0.160 0.423 -0.043 0.129
H 1.442 0.013 1.352 -0.930 0.766 -0.344 0.179
H -0.499 -1.318 2.107 0.255 -0.504 0.012 0.023

=====

Record 14
13
Properties=species:S:1:pos:R:3:forces:R:3:lowdin_charge:R:1 method="wB97M-V/def2-TZVPD" orbital_gap_ev=8.94 e_homo_ha=-0.314 lumo_ev=0.4 e_above_lowest_kcal_mol=110.4
C -0.363 -0.952 -0.824 2.512 -3.400 -2.162 -0.260
C 1.225 -0.764 -0.537 -2.685 -0.678 0.156 -0.053
C 1.324 0.163 0.402 -1.199 -2.153 -0.569 -0.125
C -0.034 0.588 0.865 1.246 3.141 1.174 -0.221
C -0.641 1.701 0.366 0.083 -0.719 0.550 0.012
N -1.060 -1.896 -0.295 0.829 1.741 1.724 0.073
H -2.076 -1.780 -0.342 0.271 -0.320 -1.160 0.054
H -0.539 -0.666 -1.873 -1.019 1.395 0.510 0.109
H 1.949 -1.415 -1.001 0.237 0.165 -0.165 0.086
H 2.196 0.381 1.008 -0.051 0.441 -0.236 0.106
H -0.217 0.282 1.895 0.013 0.531 0.201 0.106
H -0.800 1.860 -0.694 1.052 0.422 -0.130 0.058
H -0.965 2.496 1.029 -1.288 -0.565 0.105 0.054

=====

Record 15
13
Properties=species:S:1:pos:R:3:forces:R:3:lowdin_charge:R:1 method="wB97M-V/def2-TZVPD" orbital_gap_ev=8.91 e_homo_ha=-0.285 lumo_ev=1.2 e_above_lowest_kcal_mol=108.0
C -0.787 0.563 0.882 -0.067 0.046 -0.003 -0.130
C 0.273 -0.374 1.498 -0.025 -0.323 0.058 -0.090
C 1.061 -0.790 0.484 0.328 -0.154 0.526 -0.153
C -0.592 0.049 -0.535 -0.538 0.433 -0.223 -0.241
C 0.151 0.464 -1.721 -0.383 0.179 -0.605 -0.108
N 0.940 0.097 -0.598 -0.440 -0.497 0.074 -0.039
H -0.589 1.640 0.939 0.156 -0.150 0.190 0.114
H -1.781 0.354 1.291 0.108 0.087 -0.106 0.104
H 0.327 -0.692 2.530 -0.151 -0.152 -0.110 0.084
H 1.675 -1.677 0.402 0.577 0.267 0.436 0.107
H -1.032 -0.957 -0.639 0.432 0.216 0.046 0.138
H 0.206 1.523 -1.948 0.375 -0.018 -0.145 0.109
H 0.146 -0.198 -2.585 -0.372 0.066 -0.137 0.106

=====

Record 16
13
Properties=species:S:1:pos:R:3:forces:R:3:lowdin_charge:R:1 method="wB97M-V/def2-TZVPD" orbital_gap_ev=8.05 e_homo_ha=-0.302 lumo_ev=-0.2 e_above_lowest_kcal_mol=151.9
C -0.423 1.116 -0.436 -0.101 3.658 1.431 -0.165
C 0.830 0.883 0.299 -2.655 -0.931 1.520 -0.101
N 1.073 -0.576 -1.427 -0.835 -1.156 0.431 0.107
C 0.520 -0.478 -0.248 2.525 -0.729 0.518 -0.491
C -0.772 1.370 0.855 2.714 -0.009 -3.322 0.087
C -0.409 -1.321 0.628 0.482 -0.943 -1.726 -0.038
H -0.449 1.226 -1.501 -0.909 0.443 -0.306 0.121
H 1.800 1.369 0.305 -0.444 0.256 -0.617 0.118
H 0.868 -1.414 -1.982 0.178 -0.131 0.740 0.055
H -1.172 2.363 1.056 -0.280 -0.470 0.652 0.079
H -0.270 -2.399 0.530 -0.028 0.017 -0.634 0.077
H -0.221 -1.145 1.666 -0.243 0.739 0.497 0.076
H -1.375 -0.994 0.254 -0.402 -0.745 0.817 0.076

=====

Record 17
13
Properties=species:S:1:pos:R:3:forces:R:3:lowdin_charge:R:1 method="wB97M-V/def2-TZVPD" orbital_gap_ev=9.70 e_homo_ha=-0.317 lumo_ev=1.1 e_above_lowest_kcal_mol=72.3
C 0.589 -1.241 -0.936 -0.961 -1.576 1.589 -0.162
C 1.642 -0.486 -0.851 -0.307 -0.819 -0.733 -0.126
C 2.621 0.335 -0.752 0.179 1.371 1.171 -0.004
C -0.889 -0.106 0.565 -0.607 -2.304 -1.746 -0.253
C -2.161 0.581 0.802 -0.806 2.378 -0.476 -0.093
N -0.676 -0.690 -0.545 -0.220 0.282 -0.790 0.027
H 0.589 -2.373 -1.078 0.096 1.842 -0.258 0.130
H 2.950 0.528 0.255 0.642 -0.317 0.395 0.055
H 2.889 1.145 -1.394 0.161 -0.073 -1.033 0.052
H -0.205 -0.209 1.350 1.410 0.211 1.352 0.100
H -2.987 0.160 1.425 0.934 -0.337 -0.567 0.082
H -2.550 0.879 -0.245 0.331 -0.269 1.943 0.107
H -1.810 1.476 1.404 -0.854 -0.390 -0.849 0.086

=====

Number 1: total energy -601.88014 Ha, largest force on an atom 5.21 eV/Å. Number 2: total energy -778.21416 Ha, largest force on an atom 6.31 eV/Å. Number 3: total energy -249.35716 Ha, largest force on an atom 0.96 eV/Å. Number 4: total energy -249.33578 Ha, largest force on an atom 0.37 eV/Å. Number 5: total energy -249.35614 Ha, largest force on an atom 0.46 eV/Å. Number 6: total energy -249.36905 Ha, largest force on an atom 5.56 eV/Å. Number 7: total energy -249.23898 Ha, largest force on an atom 4.11 eV/Å. Number 8: total energy -249.46007 Ha, largest force on an atom 0.22 eV/Å. Number 9: total energy -249.35011 Ha, largest force on an atom 3.29 eV/Å. Number 10: total energy -249.29603 Ha, largest force on an atom 2.38 eV/Å. Number 11: total energy -249.31188 Ha, largest force on an atom 0.76 eV/Å. Number 12: total energy -249.35733 Ha, largest force on an atom 0.29 eV/Å. Number 13: total energy -249.30855 Ha, largest force on an atom 1.25 eV/Å. Number 14: total energy -249.29724 Ha, largest force on an atom 4.75 eV/Å. Number 15: total energy -249.30117 Ha, largest force on an atom 0.77 eV/Å. Number 16: total energy -249.23124 Ha, largest force on an atom 4.29 eV/Å. Number 17: total energy -249.35810 Ha, largest force on an atom 2.95 eV/Å.